1.
DFT (wB97M-V/def2-TZVPD) results for one molecule with the formula C16H16N6O3.

Summary:
E_tot ... -1173.4768 a.u.
HOMO ... -8.326 eV
LUMO ... -0.33 eV
Relative energy (zero: lowest compared OMol25 entry of this formula, charge and spin) ... 0.00 kcal per mole
HOMO-LUMO gap ... 8.0 eV
F_max ... 3.6 eV Å⁻¹
Structure (SMILES) ... Cc1cccc(Nc2nc(N)c([N+](=O)[O-])c(NCc3ccco3)n2)c1

Structure (ORCA input):
```
! wB97M-V def2-TZVPD RIJCOSX def2/J DEFGRID3
* xyz 0 1
C -0.98 6.36 -0.27
C -0.87 5.20 0.66
C -0.94 5.31 2.07
C -0.98 4.17 2.86
C -0.95 2.93 2.27
C -0.82 2.82 0.87
N -0.67 1.57 0.22
C -0.12 0.43 0.68
N 0.20 0.28 1.94
C 0.68 -0.89 2.23
N 0.93 -0.90 3.52
C 1.00 -1.89 1.34
N 1.58 -3.06 1.75
O 1.20 -3.56 2.82
O 2.49 -3.56 1.05
C 0.64 -1.57 0.04
N 0.83 -2.50 -0.97
C 0.30 -2.39 -2.34
C 0.17 -3.72 -3.03
C 0.05 -4.95 -2.44
C -0.03 -5.93 -3.51
C 0.05 -5.21 -4.66
O 0.19 -3.89 -4.40
N 0.09 -0.43 -0.28
C -0.77 3.92 0.07
H -0.66 7.31 0.23
H -2.02 6.48 -0.62
H -0.35 6.22 -1.15
H -1.00 6.27 2.54
H -0.99 4.26 3.92
H -1.04 2.07 2.94
H -0.69 1.57 -0.78
H 0.98 0.00 3.97
H 1.63 -1.58 3.79
H 1.14 -3.41 -0.64
H 0.99 -1.81 -2.94
H -0.65 -1.88 -2.30
H 0.00 -5.23 -1.38
H -0.12 -7.00 -3.38
H 0.14 -5.63 -5.66
H -0.62 3.79 -1.02
*
```

2.
DFT (wB97M-V/def2-TZVPD) results for one molecule with the formula C16H17BrN4S.

Summary:
E_tot ... -3811.1038 a.u.
HOMO ... -8.282 eV
LUMO ... 0.32 eV
Relative energy (zero: lowest compared OMol25 entry of this formula, charge and spin) ... 1.42 kcal per mole
HOMO-LUMO gap ... 8.6 eV
F_max ... 1.3 eV Å⁻¹
Structure (SMILES) ... Brc1ccc(-c2nnc3sc(CNC4CCCC4)cn23)cc1

Structure (ORCA input):
```
! wB97M-V def2-TZVPD RIJCOSX def2/J DEFGRID3
* xyz 0 1
Br -7.52 -0.69 -0.19
C -5.83 0.17 -0.07
C -5.60 1.07 0.96
C -4.37 1.69 1.04
C -3.37 1.42 0.10
C -2.10 2.10 0.23
N -1.94 3.23 0.89
N -0.68 3.63 0.82
C -0.04 2.74 0.12
S 1.57 2.48 -0.42
C 1.06 0.96 -1.16
C 2.07 0.12 -1.89
N 3.38 0.04 -1.29
C 3.57 -0.80 -0.12
C 2.61 -0.64 1.07
C 2.94 -1.85 1.95
C 3.41 -2.95 0.98
C 3.46 -2.30 -0.41
C -0.25 0.73 -0.99
N -0.89 1.73 -0.30
C -3.64 0.53 -0.94
C -4.87 -0.10 -1.03
H -6.36 1.28 1.68
H -4.15 2.39 1.83
H 1.67 -0.89 -2.02
H 2.21 0.55 -2.89
H 3.73 0.97 -1.11
H 4.58 -0.59 0.23
H 2.74 0.31 1.60
H 1.58 -0.70 0.73
H 2.08 -2.17 2.53
H 3.74 -1.59 2.64
H 4.40 -3.31 1.26
H 2.74 -3.81 0.98
H 2.54 -2.51 -0.96
H 4.30 -2.66 -1.01
H -0.79 -0.13 -1.33
H -2.90 0.34 -1.71
H -5.08 -0.78 -1.83
*
```

3.
DFT (wB97M-V/def2-TZVPD) results for a 2-piece molecular cluster, C16H17ClN2OS2 overall.

Summary:
E_tot ... -2060.7340 a.u.
HOMO ... -7.258 eV
LUMO ... -0.25 eV
Relative energy (zero: lowest compared OMol25 entry of this formula, charge and spin) ... 292.36 kcal per mole
HOMO-LUMO gap ... 7.0 eV
F_max ... 16.2 eV Å⁻¹

Structure (ORCA input):
```
! wB97M-V def2-TZVPD RIJCOSX def2/J DEFGRID3
* xyz 0 1
C 1.89 3.49 -0.25
H 2.31 3.17 -1.12
O 0.88 2.54 0.15
C 1.50 1.46 0.76
C 2.82 1.30 0.85
C 3.41 -0.08 1.35
C 2.58 -1.02 2.01
C 1.07 -0.51 1.82
C 0.65 0.64 1.24
N -0.74 0.97 1.33
C -1.80 0.23 1.12
N -1.79 -0.97 1.16
H -1.05 -1.37 1.17
C -3.04 -1.94 1.11
C -3.16 -2.50 -0.17
H -2.17 -3.38 -0.21
H -4.07 -3.21 -0.01
S -3.15 -1.54 -1.51
C -1.68 -0.90 -1.84
C -0.36 -1.80 -1.60
C 0.83 -1.08 -1.83
C 1.14 0.03 -2.24
C -0.11 0.89 -2.42
C -1.28 0.30 -2.10
H -2.36 1.23 -2.43
H -0.11 1.97 -2.64
Cl 2.52 0.82 -2.35
H 1.66 -1.83 -1.85
H -0.42 -2.79 -1.27
H -3.90 -1.25 1.34
H -3.09 -2.59 1.88
S -3.29 1.29 1.35
H -0.83 1.92 1.11
H 0.42 -1.20 2.53
H 2.81 -1.84 2.36
H 4.38 -0.44 1.05
H 3.54 1.93 0.23
H 1.36 4.17 -0.52
H 2.63 3.90 0.45
*
```

4.
DFT (wB97M-V/def2-TZVPD) results for an isolated ion of composition C16H17F5N2O and charge +2.

Summary:
E_tot ... -1303.3167 a.u.
HOMO ... -16.842 eV
LUMO ... -7.99 eV
Relative energy (zero: lowest compared OMol25 entry of this formula, charge and spin) ... 43.95 kcal per mole
HOMO-LUMO gap ... 8.9 eV
F_max ... 2.1 eV Å⁻¹

Structure (ORCA input):
```
! wB97M-V def2-TZVPD RIJCOSX def2/J DEFGRID3
* xyz 2 1
C -3.16 1.21 0.88
C -3.76 2.15 -0.23
C -4.53 1.25 -1.27
C -3.95 1.31 -2.71
O -3.19 0.13 -3.09
N -2.07 -0.05 -2.36
C -1.23 0.91 -1.96
C -0.07 0.64 -1.24
C 0.23 -0.69 -0.90
C 1.46 -0.94 -0.08
C 1.31 -1.08 1.33
C 2.41 -1.27 2.12
N 3.66 -1.33 1.59
C 4.83 -1.49 2.47
F 4.55 -2.29 3.50
F 5.87 -1.99 1.80
C 5.31 -0.09 3.07
F 4.87 0.92 2.29
F 4.80 0.09 4.29
F 6.63 -0.06 3.17
C 3.82 -1.22 0.27
C 2.76 -1.03 -0.60
C -0.65 -1.69 -1.35
C -1.77 -1.33 -2.06
H -2.25 1.64 1.32
H -3.91 1.08 1.69
H -2.87 0.24 0.45
H -2.92 2.70 -0.68
H -4.42 2.86 0.29
H -4.68 0.22 -0.90
H -5.54 1.69 -1.34
H -4.81 1.33 -3.39
H -3.42 2.26 -2.90
H -1.42 1.95 -2.22
H 0.59 1.45 -0.91
H 0.33 -1.02 1.80
H 2.35 -1.39 3.21
H 4.83 -1.25 -0.16
H 2.92 -0.94 -1.68
H -0.45 -2.75 -1.14
H -2.45 -2.11 -2.40
*
```

5.
DFT (wB97M-V/def2-TZVPD) results for one molecule with the formula C16H17FN2S.

Summary:
E_tot ... -1227.3908 a.u.
HOMO ... -7.492 eV
LUMO ... 0.76 eV
Relative energy (zero: lowest compared OMol25 entry of this formula, charge and spin) ... 64.92 kcal per mole
HOMO-LUMO gap ... 8.3 eV
F_max ... 3.4 eV Å⁻¹
Structure (SMILES) ... CCN1CCc2[nH]c3cc(F)c4scc(C)c4c3c2C1

Structure (ORCA input):
```
! wB97M-V def2-TZVPD RIJCOSX def2/J DEFGRID3
* xyz 0 1
C -1.13 0.85 -2.96
C -0.97 2.18 -2.17
N 0.20 2.08 -1.21
C 1.56 2.16 -1.79
C 2.20 0.77 -1.84
C 1.69 -0.15 -0.82
N 1.55 -1.55 -0.92
C 0.76 -2.09 0.02
C 0.38 -3.42 0.32
C -0.58 -3.68 1.30
F -1.06 -4.99 1.49
C -1.12 -2.62 1.99
S -2.52 -2.65 3.09
C -2.12 -0.97 3.44
C -1.10 -0.38 2.81
C -0.39 0.87 3.29
C -0.65 -1.29 1.82
C 0.18 -1.03 0.74
C 0.77 0.23 0.10
C 0.23 1.62 0.13
H -1.34 -0.03 -2.33
H -1.86 0.96 -3.79
H -0.22 0.64 -3.54
H -0.81 3.16 -2.78
H -2.00 2.34 -1.77
H 2.16 2.81 -1.05
H 1.52 2.66 -2.77
H 3.28 0.82 -1.79
H 1.96 0.31 -2.77
H 1.99 -2.08 -1.65
H 0.67 -4.22 -0.29
H -2.61 -0.44 4.28
H -0.67 1.71 2.69
H 0.63 0.60 3.13
H -0.68 1.03 4.34
H 0.82 2.24 0.74
H -0.70 1.54 0.51
*
```

6.
DFT (wB97M-V/def2-TZVPD) results for C16H17INO2PtS as an isolated structure.

Summary:
E_tot ... -1639.9989 a.u.
HOMO (spin up / spin down) ... -11.081 / -11.894 eV
LUMO (spin up / spin down) ... -2.74 / -6.03 eV
HOMO-LUMO gap (spin up / spin down) ... 8.3 / 5.9 eV
F_max ... 0.7 eV Å⁻¹

Structure (ORCA input):
```
! wB97M-V def2-TZVPD RIJCOSX def2/J DEFGRID3
* xyz 1 5
Pt -1.43 1.23 -0.10
O -2.89 -0.92 -2.75
C -3.03 -0.71 -1.57
O -3.11 0.49 -1.03
C -3.16 -1.89 -0.62
C -3.85 -2.99 -1.08
C -4.04 -4.11 -0.27
C -3.51 -4.15 1.02
C -2.78 -3.08 1.49
C -2.59 -1.93 0.68
S -1.63 -0.73 1.39
H -4.25 -2.96 -2.08
H -4.60 -4.95 -0.64
H -3.65 -5.02 1.64
H -2.34 -3.10 2.47
C 3.74 2.02 1.54
N 2.29 2.33 1.64
C 1.55 1.21 2.27
C 1.69 2.77 0.30
C 1.63 1.68 -0.72
C 2.76 1.42 -1.50
C 2.76 0.44 -2.47
C 1.61 -0.30 -2.68
C 0.46 -0.04 -1.95
C 0.45 0.95 -0.96
H 4.11 1.79 2.54
H 4.27 2.88 1.14
H 3.86 1.16 0.89
H 2.19 3.14 2.25
H 1.61 0.35 1.61
H 0.51 1.51 2.41
H 2.01 0.99 3.23
H 2.33 3.59 -0.03
H 0.70 3.16 0.53
H 3.65 2.03 -1.36
H 3.65 0.26 -3.06
H 1.59 -1.06 -3.45
H -0.43 -0.60 -2.19
I -2.11 3.16 1.47
*
```